ORCA calculation (the ωB97M-V functional and the def2-TZVPD basis) on a 8-piece molecular cluster, C40H92N4O8S4 overall at a distorted geometry.

## Properties
**Total charge**: 0
**2S+1**: 1
**DFT total energy**: -108648.9263 eV
**Highest occupied orbital energy**: -8.2076 eV
**Kohn-Sham gap**: 8.18 eV

The geometry in XYZ format:
```
148
C40H92N4O8S4 the ωB97M-V functional and the def2-TZVPD basis
O 4.270 1.971 3.260
S 4.644 1.828 1.886
O 6.023 1.731 1.495
C 3.822 0.411 1.124
C 2.626 0.953 0.418
C 3.164 2.240 -0.249
C 3.682 3.031 0.929
H 3.672 -0.433 1.803
H 4.571 -0.027 0.464
H 2.101 0.339 -0.313
H 1.841 1.284 1.103
H 2.344 2.707 -0.797
H 3.948 2.048 -0.985
H 2.856 3.309 1.582
H 4.243 3.930 0.682
O -2.799 3.590 -3.710
S -3.062 2.329 -3.068
O -1.928 1.559 -2.613
C -4.265 2.535 -1.719
C -5.526 1.849 -2.181
C -5.523 1.774 -3.720
C -4.141 1.312 -4.109
H -4.356 3.623 -1.649
H -3.756 2.308 -0.784
H -5.665 0.840 -1.785
H -6.396 2.405 -1.829
H -5.751 2.782 -4.081
H -6.332 1.144 -4.082
H -3.722 1.461 -5.101
H -4.024 0.292 -3.739
O 0.410 1.174 7.209
S 0.940 2.511 7.169
O 2.209 2.776 7.784
C 1.022 3.138 5.466
C 0.158 4.386 5.446
C -0.984 4.145 6.463
C -0.274 3.717 7.717
H 0.607 2.401 4.778
H 2.078 3.204 5.208
H 0.649 5.320 5.728
H -0.249 4.489 4.438
H -1.639 3.441 5.943
H -1.595 5.042 6.525
H -0.933 3.324 8.491
H 0.333 4.475 8.216
O 0.918 0.201 -7.571
S 1.140 0.498 -6.178
O 1.837 1.686 -5.767
C -0.427 0.306 -5.294
C -0.183 -0.717 -4.204
C 0.881 -1.721 -4.658
C 1.938 -0.897 -5.397
H -1.084 -0.053 -6.083
H -0.659 1.290 -4.896
H 0.254 -0.249 -3.309
H -1.115 -1.063 -3.755
H 0.538 -2.468 -5.385
H 1.331 -2.282 -3.841
H 2.773 -1.269 -5.983
H 2.428 -0.397 -4.546
C 4.755 -3.323 -2.110
C 6.093 -2.596 -2.150
N 6.468 -2.274 -3.519
C 7.893 -2.341 -3.791
C 8.177 -2.552 -5.262
C 5.778 -1.130 -4.063
C 6.207 0.252 -3.592
H 4.040 -3.038 -2.882
H 4.158 -3.290 -1.190
H 4.960 -4.393 -2.218
H 6.066 -1.697 -1.511
H 6.861 -3.216 -1.692
H 8.397 -1.414 -3.467
H 8.339 -3.141 -3.203
H 9.202 -2.870 -5.458
H 7.528 -3.338 -5.663
H 7.973 -1.687 -5.896
H 4.703 -1.268 -3.868
H 5.713 -1.225 -5.153
H 6.122 0.443 -2.526
H 5.739 1.018 -4.210
H 7.284 0.343 -3.777
C -1.107 0.352 0.086
C -0.980 -0.302 1.456
N 0.159 -1.163 1.620
C 0.021 -2.434 0.909
C -1.002 -3.438 1.426
C 0.416 -1.437 3.043
C 0.914 -0.201 3.808
H -0.217 0.923 -0.188
H -1.921 1.085 0.118
H -1.383 -0.262 -0.773
H -1.049 0.511 2.182
H -1.954 -0.810 1.636
H -0.147 -2.232 -0.152
H 1.019 -2.885 0.948
H -0.807 -4.401 0.965
H -1.015 -3.606 2.502
H -2.002 -3.080 1.168
H 1.221 -2.169 3.138
H -0.477 -1.859 3.516
H 0.080 0.089 4.464
H 1.022 0.772 3.317
H 1.818 -0.367 4.386
C -0.555 -7.338 -1.969
C -2.047 -7.085 -1.747
N -2.585 -5.802 -2.137
C -3.982 -5.580 -1.822
C -4.302 -4.131 -1.577
C -2.060 -5.172 -3.317
C -0.692 -4.469 -3.239
H 0.077 -6.616 -1.468
H -0.391 -7.285 -3.049
H -0.358 -8.367 -1.678
H -2.586 -7.898 -2.277
H -2.244 -7.258 -0.682
H -4.607 -6.041 -2.611
H -4.215 -6.185 -0.942
H -5.382 -3.971 -1.527
H -3.895 -3.781 -0.625
H -3.890 -3.457 -2.328
H -2.777 -4.440 -3.693
H -2.088 -5.847 -4.204
H -0.050 -4.797 -2.431
H -0.941 -3.419 -3.059
H -0.130 -4.569 -4.165
C -2.893 6.303 4.006
C -3.853 5.185 3.609
N -3.938 4.108 4.592
C -4.242 2.852 3.897
C -3.064 2.214 3.189
C -4.941 4.390 5.639
C -4.324 3.988 6.977
H -1.852 6.047 3.791
H -2.875 6.441 5.091
H -3.174 7.238 3.526
H -4.839 5.666 3.475
H -3.636 4.823 2.604
H -5.094 2.954 3.206
H -4.549 2.147 4.678
H -2.232 1.876 3.804
H -2.630 2.900 2.450
H -3.451 1.398 2.572
H -5.096 5.470 5.630
H -5.901 3.899 5.449
H -3.679 4.795 7.319
H -5.043 3.952 7.809
H -3.924 2.979 6.911
```

These are the Löwdin partial charges, in e, on atoms 1 to 99: number 1, O, carries -0.323; number 2, S, carries 0.667; number 3, O, carries -0.316; number 4, C, carries -0.232; number 5, C, carries -0.239; number 6, C, carries -0.215; number 7, C, carries -0.223; number 8, H, carries 0.109; number 9, H, carries 0.093; number 10, H, carries 0.108; number 11, H, carries 0.095; number 12, H, carries 0.118; number 13, H, carries 0.115; number 14, H, carries 0.099; number 15, H, carries 0.109; number 16, O, carries -0.304; number 17, S, carries 0.667; number 18, O, carries -0.336; number 19, C, carries -0.211; number 20, C, carries -0.219; number 21, C, carries -0.223; number 22, C, carries -0.217; number 23, H, carries 0.106; number 24, H, carries 0.087; number 25, H, carries 0.118; number 26, H, carries 0.116; number 27, H, carries 0.122; number 28, H, carries 0.118; number 29, H, carries 0.107; number 30, H, carries 0.108; number 31, O, carries -0.322; number 32, S, carries 0.664; number 33, O, carries -0.318; number 34, C, carries -0.208; number 35, C, carries -0.216; number 36, C, carries -0.242; number 37, C, carries -0.222; number 38, H, carries 0.073; number 39, H, carries 0.105; number 40, H, carries 0.121; number 41, H, carries 0.097; number 42, H, carries 0.097; number 43, H, carries 0.090; number 44, H, carries 0.109; number 45, H, carries 0.109; number 46, O, carries -0.326; number 47, S, carries 0.666; number 48, O, carries -0.317; number 49, C, carries -0.216; number 50, C, carries -0.226; number 51, C, carries -0.222; number 52, C, carries -0.237; number 53, H, carries 0.105; number 54, H, carries 0.088; number 55, H, carries 0.117; number 56, H, carries 0.102; number 57, H, carries 0.112; number 58, H, carries 0.103; number 59, H, carries 0.110; number 60, H, carries 0.092; number 61, C, carries -0.086; number 62, C, carries -0.248; number 63, N, carries -0.200; number 64, C, carries -0.264; number 65, C, carries -0.095; number 66, C, carries -0.265; number 67, C, carries -0.067; number 68, H, carries 0.052; number 69, H, carries 0.065; number 70, H, carries 0.071; number 71, H, carries 0.104; number 72, H, carries 0.110; number 73, H, carries 0.107; number 74, H, carries 0.111; number 75, H, carries 0.070; number 76, H, carries 0.078; number 77, H, carries 0.067; number 78, H, carries 0.087; number 79, H, carries 0.114; number 80, H, carries 0.062; number 81, H, carries 0.077; number 82, H, carries 0.063; number 83, C, carries -0.081; number 84, C, carries -0.273; number 85, N, carries -0.176; number 86, C, carries -0.251; number 87, C, carries -0.078; number 88, C, carries -0.236; number 89, C, carries -0.081; number 90, H, carries 0.064; number 91, H, carries 0.048; number 92, H, carries 0.059; number 93, H, carries 0.088; number 94, H, carries 0.118; number 95, H, carries 0.103; number 96, H, carries 0.110; number 97, H, carries 0.067; number 98, H, carries 0.064; number 99, H, carries 0.059



ORCA calculation (the ωB97M-V functional and the def2-TZVPD basis) on C15H24IrN4O4S2 as an isolated structure.

## Properties
**Total charge**: +2
**2S+1**: 6
**DFT total energy**: -54584.2580 eV
**Highest occupied orbital energy (spin up / spin down)**: -13.9495 / -14.7667 eV
**Kohn-Sham gap (spin up / spin down)**: 6.94 / 5.39 eV

The geometry in XYZ format:
```
50
C15H24IrN4O4S2 the ωB97M-V functional and the def2-TZVPD basis
Ir 0.045 0.114 0.554
C 4.339 2.905 -1.641
S 4.020 1.245 -2.170
C 2.498 0.842 -1.527
S 1.455 1.958 -0.770
N 2.315 -0.485 -1.717
N 1.254 -0.967 -1.049
C 0.830 -2.121 -1.461
C -0.344 -2.684 -0.805
C -0.821 -3.938 -1.149
C -1.939 -4.431 -0.486
C -2.532 -3.649 0.486
C -1.996 -2.394 0.768
N -0.926 -1.915 0.143
H 5.306 3.165 -2.066
H 4.371 2.907 -0.550
H 3.563 3.575 -2.012
H 1.314 -2.634 -2.286
H -0.325 -4.514 -1.919
H -2.336 -5.408 -0.729
H -3.405 -3.989 1.025
H -2.449 -1.749 1.510
N 0.716 -0.964 2.550
C 2.171 -1.173 2.780
C 2.950 0.133 2.931
C 2.959 0.933 1.648
O 3.908 1.050 0.911
O 1.755 1.450 1.393
H 0.318 -0.438 3.326
H 0.262 -1.872 2.571
H 2.555 -1.744 1.933
H 2.315 -1.777 3.676
H 3.981 -0.101 3.193
H 2.521 0.732 3.737
C -1.926 0.532 -2.127
O -1.873 0.745 -0.715
C -2.380 2.032 -0.343
C -2.403 2.105 1.157
O -1.064 1.926 1.622
C -0.900 2.264 3.005
H -2.958 0.602 -2.473
H -1.550 -0.469 -2.321
H -1.309 1.269 -2.647
H -3.389 2.155 -0.743
H -1.734 2.810 -0.760
H -3.047 1.326 1.579
H -2.777 3.080 1.477
H -1.212 3.296 3.167
H 0.157 2.163 3.231
H -1.502 1.599 3.631
```

Formally, the Löwdin partial charges of the atoms, in units of the elementary charge, are as follows: number 1, Ir, carries 1.236; number 2, C, carries -0.314; number 3, S, carries 1.164; number 4, C, carries -0.982; number 5, S, carries 0.920; number 6, N, carries -0.004; number 7, N, carries -0.111; number 8, C, carries 0.001; number 9, C, carries -0.254; number 10, C, carries 0.031; number 11, C, carries 0.001; number 12, C, carries 0.004; number 13, C, carries -0.094; number 14, N, carries -0.027; number 15, H, carries 0.067; number 16, H, carries 0.056; number 17, H, carries 0.060; number 18, H, carries 0.152; number 19, H, carries 0.135; number 20, H, carries 0.133; number 21, H, carries 0.129; number 22, H, carries 0.123; number 23, N, carries -0.053; number 24, C, carries -0.201; number 25, C, carries -0.073; number 26, C, carries -0.589; number 27, O, carries 0.061; number 28, O, carries -0.301; number 29, H, carries 0.092; number 30, H, carries 0.085; number 31, H, carries 0.124; number 32, H, carries 0.129; number 33, H, carries 0.138; number 34, H, carries 0.131; number 35, C, carries -0.059; number 36, O, carries -0.337; number 37, C, carries -0.172; number 38, C, carries -0.169; number 39, O, carries -0.330; number 40, C, carries -0.053; number 41, H, carries 0.108; number 42, H, carries 0.080; number 43, H, carries 0.098; number 44, H, carries 0.147; number 45, H, carries 0.136; number 46, H, carries 0.141; number 47, H, carries 0.146; number 48, H, carries 0.109; number 49, H, carries 0.078; number 50, H, carries 0.103